1.
# C29H37CsN10O3S

C29H37CsN10O3S as an isolated structure (ωB97M-V/def2-TZVPD, the Open Molecules 2025 dataset).

Values from the calculation:
Charge: 0
Lowest unoccupied orbital energy, eV: -0.11
Energy relative to the best compared isomer or geometry (same formula, charge and spin), kJ/mol: 70.5
E, a.u.: -2318.902018

Geometry as XYZ:
```
81
C29H37CsN10O3S, DFT ωB97M-V/def2-TZVPD
Cs 0.042 0.872 0.745
O 4.282 3.022 2.392
C 3.458 2.269 1.826
N 2.388 1.696 2.354
C 2.271 2.056 3.748
C 1.055 1.520 4.469
C 0.931 1.793 5.839
C -0.158 1.331 6.537
C -1.124 0.598 5.858
C -0.929 0.385 4.510
N 0.125 0.825 3.823
C 3.731 1.985 0.352
C 4.864 2.562 -0.221
C 5.144 2.326 -1.553
C 4.284 1.519 -2.288
C 3.181 0.993 -1.640
N 2.902 1.212 -0.354
H 2.273 3.150 3.882
H 3.158 1.737 4.318
H 1.707 2.367 6.331
H -0.262 1.535 7.596
H -2.000 0.210 6.360
H -1.664 -0.178 3.938
H 5.483 3.179 0.414
H 6.020 2.762 -2.018
H 4.460 1.304 -3.333
H 2.478 0.362 -2.178
C -5.487 2.156 1.385
O -5.134 0.774 1.264
C -3.858 0.556 0.889
O -3.061 1.430 0.641
N -3.622 -0.786 0.839
N -2.392 -1.234 0.371
H -6.531 2.165 1.684
H -5.358 2.669 0.434
H -4.872 2.642 2.140
H -4.400 -1.413 0.970
H -2.465 -1.681 -0.533
H -1.924 -1.851 1.022
S -1.397 -0.450 -6.769
C -1.020 -0.201 -5.061
C -0.878 1.054 -4.479
C -0.526 1.123 -3.144
N -0.300 0.048 -2.377
C -0.424 -1.145 -2.949
C -0.785 -1.326 -4.276
C -2.390 0.975 -7.125
C -2.058 1.798 -8.187
C -2.897 2.870 -8.478
N -3.994 3.155 -7.790
C -4.300 2.352 -6.768
C -3.548 1.252 -6.404
H -1.037 1.959 -5.050
H -0.414 2.089 -2.663
H -0.236 -2.004 -2.311
H -0.890 -2.323 -4.685
H -1.165 1.620 -8.771
H -2.665 3.528 -9.308
H -5.203 2.601 -6.223
H -3.848 0.622 -5.577
C -0.819 -4.355 1.999
N 0.484 -3.898 2.423
C 0.576 -3.711 3.864
C 1.147 -2.999 1.595
N 0.526 -2.472 0.593
N 2.451 -2.749 1.959
C 3.320 -3.837 2.375
C 3.141 -1.634 1.339
H -1.052 -5.285 2.519
H -0.824 -4.527 0.926
H -1.612 -3.632 2.239
H -0.221 -3.046 4.223
H 1.528 -3.267 4.134
H 0.475 -4.672 4.370
H 1.184 -1.972 -0.001
H 2.735 -4.704 2.665
H 3.940 -3.526 3.219
H 3.986 -4.130 1.555
H 3.421 -1.837 0.296
H 4.053 -1.437 1.901
H 2.542 -0.726 1.389
```

2.
# C29H37FN5O4Pt

C29H37FN5O4Pt as an isolated structure (ωB97M-V/def2-TZVPD, the Open Molecules 2025 dataset).

Values from the calculation:
Charge: +3
Lowest unoccupied orbital energy (alpha / beta), eV: -10.23 / -10.66
Energy relative to the best compared isomer or geometry (same formula, charge and spin), kJ/mol: 263.2
E, a.u.: -1920.277989

Geometry as XYZ:
```
77
C29H37FN5O4Pt, DFT ωB97M-V/def2-TZVPD
Pt -0.665 0.631 0.225
C 3.625 6.187 -1.731
C 2.992 4.855 -1.419
C 3.681 3.671 -1.496
C 3.102 2.393 -1.267
C 4.054 1.342 -1.382
N 4.039 0.041 -1.339
C 2.935 -0.915 -1.249
C 2.254 -1.045 -2.618
C 0.860 -1.608 -2.439
N 0.168 -1.747 -3.732
C -1.077 -1.972 -3.932
C -2.138 -2.029 -2.939
C -3.112 -2.973 -3.153
C -4.124 -3.234 -2.202
C -5.098 -4.342 -2.391
C -4.156 -2.433 -1.036
C -3.273 -1.411 -0.819
C -3.439 -0.621 0.401
N -2.673 0.278 0.871
C -3.126 0.989 2.081
C -2.351 2.263 2.246
C -2.262 3.026 0.930
N -1.019 2.652 0.240
C -0.263 3.602 -0.165
C 1.051 3.544 -0.718
C 1.674 4.761 -0.995
C 1.707 2.313 -0.934
O 1.086 1.191 -0.847
C -2.253 -1.109 -1.809
O -1.588 -0.059 -1.782
H 4.648 6.073 -2.082
H 3.636 6.830 -0.850
H 3.054 6.714 -2.495
H 4.737 3.719 -1.740
H 5.057 1.719 -1.557
H 4.944 -0.387 -1.480
H 2.229 -0.595 -0.492
H 3.354 -1.866 -0.930
H 2.855 -1.675 -3.279
H 2.177 -0.053 -3.068
H 0.295 -0.947 -1.799
H 0.876 -2.589 -1.957
H 0.768 -1.763 -4.552
H -1.348 -2.235 -4.952
H -3.068 -3.586 -4.047
H -4.961 -4.852 -3.341
H -6.125 -3.972 -2.331
H -4.992 -5.075 -1.585
H -4.921 -2.638 -0.295
H -4.355 -0.837 0.953
H -2.971 0.351 2.954
H -4.195 1.193 2.003
H -1.343 2.038 2.597
H -2.827 2.880 3.007
H -2.284 4.097 1.121
H -3.100 2.795 0.267
H -0.636 4.612 -0.006
H 1.110 5.680 -0.857
O 2.255 -0.669 1.828
C 1.264 -0.285 2.446
O 0.418 0.609 2.117
C 0.977 -0.956 3.797
N 2.154 -1.831 4.129
C 1.651 -3.208 4.508
C 0.155 -3.006 4.727
C -0.195 -1.936 3.690
H 0.822 -0.212 4.575
H 2.733 -1.436 4.867
H 2.713 -1.823 3.256
H 2.178 -3.571 5.385
H 1.842 -3.884 3.678
H -0.041 -2.638 5.735
H -0.398 -3.932 4.587
H -1.144 -1.440 3.880
H -0.221 -2.367 2.686
F -0.390 -1.288 0.302
```

3.
# C29H37N2SeTi

C29H37N2SeTi as an isolated structure (ωB97M-V/def2-TZVPD, the Open Molecules 2025 dataset).

Values from the calculation:
Charge: +1
Lowest unoccupied orbital energy (alpha / beta), eV: -3.08 / -3.08
E, a.u.: -4487.284275

Geometry as XYZ:
```
70
C29H37N2SeTi, DFT ωB97M-V/def2-TZVPD
C 0.399 0.130 2.199
C -0.375 1.336 2.189
C 0.400 2.360 1.511
C 1.653 1.780 1.129
C 1.625 0.385 1.491
Ti -0.161 0.693 0.008
C 0.610 1.759 -3.066
C 0.441 0.535 -2.361
H -0.186 -0.244 -2.813
C 1.463 0.114 -1.442
H 2.373 0.719 -1.392
H 1.679 -0.954 -1.362
C -0.366 2.088 -4.186
H -1.297 1.515 -4.280
H -0.647 3.136 -4.351
H 0.271 1.791 -5.009
C 1.244 2.945 -2.409
H 1.341 3.026 -1.314
H 2.246 2.819 -2.810
H 0.896 3.943 -2.723
C -1.679 1.517 2.875
H -2.346 0.662 2.705
H -1.538 1.629 3.958
H -2.202 2.409 2.521
C -0.001 3.783 1.350
H -1.074 3.878 1.138
H 0.203 4.357 2.264
H 0.519 4.262 0.514
C 2.854 2.520 0.662
H 2.595 3.519 0.300
H 3.576 2.648 1.483
H 3.371 1.986 -0.143
C 2.744 -0.582 1.357
H 3.417 -0.302 0.541
H 3.344 -0.643 2.278
H 2.367 -1.590 1.145
C 0.094 -1.083 3.000
H 0.628 -1.958 2.619
H 0.408 -0.939 4.046
H -0.977 -1.310 3.004
C -1.876 2.162 0.070
C -1.737 2.553 -1.384
C -3.131 2.591 0.352
C -1.857 3.920 -1.748
H -1.574 2.019 -2.366
C -3.525 3.871 -0.083
H -3.824 1.906 0.851
C -2.825 4.597 -1.022
H -1.330 4.450 -2.632
H -4.397 4.296 0.363
H -3.020 5.623 -1.195
C -1.692 -4.100 1.980
N -0.839 -3.951 0.805
C -0.730 -2.864 -0.022
Se -1.724 -1.202 -0.025
N 0.152 -3.222 -0.999
C 0.613 -4.538 -0.790
C 1.396 -5.361 -1.592
C 1.557 -6.691 -1.158
C 0.933 -7.163 0.013
C 0.124 -6.311 0.782
C -0.001 -4.988 0.350
H -2.294 -5.014 1.877
H -2.342 -3.224 2.066
H -1.072 -4.203 2.883
H 0.399 -2.614 -1.758
H 1.846 -4.961 -2.503
H 2.172 -7.381 -1.735
H 1.083 -8.203 0.315
H -0.398 -6.635 1.679
```

4.
# C29H37N5SSbV

C29H37N5SSbV as an isolated structure (ωB97M-V/def2-TZVPD, the Open Molecules 2025 dataset).

Values from the calculation:
Charge: +1
Multiplicity: 4
Lowest unoccupied orbital energy (alpha / beta), eV: -1.76 / -1.97
Energy relative to the best compared isomer or geometry (same formula, charge and spin), kJ/mol: 0.0
Expectation value of S²: 3.765
E, a.u.: -2983.328518

Geometry as XYZ:
```
74
C29H37N5SSbV, DFT ωB97M-V/def2-TZVPD
V -0.123 -0.833 -1.540
C -0.132 3.128 3.942
C -1.438 2.394 4.085
C -2.217 2.519 5.230
C -3.414 1.834 5.372
C -3.866 1.018 4.346
C -3.118 0.890 3.186
C -1.905 1.562 3.066
N -1.126 1.474 1.874
C -0.946 0.383 1.087
N -1.175 -0.821 1.648
C -1.314 -2.091 0.997
C -0.955 -2.234 -0.338
C -1.227 -3.481 -0.928
C -1.797 -4.524 -0.213
C -2.079 -4.345 1.141
C -1.843 -3.134 1.775
C -2.136 -2.959 3.244
N -0.496 0.509 -0.147
C -0.252 1.823 -0.674
C -1.290 2.541 -1.259
C -1.058 3.792 -1.809
C 0.224 4.322 -1.786
C 1.256 3.607 -1.195
C 1.037 2.359 -0.613
C 2.151 1.623 0.082
H 0.131 3.626 4.873
H -0.181 3.895 3.164
H 0.677 2.444 3.677
H -1.870 3.165 6.028
H -3.994 1.941 6.279
H -4.810 0.497 4.435
H -3.489 0.291 2.364
H -0.782 2.341 1.490
H -1.475 -0.782 2.609
H -0.984 -3.639 -1.976
H -2.010 -5.473 -0.689
H -2.506 -5.161 1.714
H -2.418 -3.909 3.692
H -2.959 -2.260 3.419
H -1.264 -2.588 3.791
H -2.280 2.100 -1.280
H -1.875 4.350 -2.248
H 0.421 5.292 -2.223
H 2.255 4.027 -1.174
H 3.111 2.095 -0.125
H 2.194 0.579 -0.232
H 2.006 1.628 1.166
C 0.814 2.324 -4.890
Sb 0.272 0.416 -4.126
C 1.638 -0.677 -5.344
C -1.417 0.119 -5.401
H 0.946 2.218 -5.967
H 1.741 2.667 -4.434
H 0.028 3.048 -4.682
H 1.495 -0.364 -6.378
H 1.466 -1.748 -5.255
H 2.659 -0.460 -5.035
H -1.090 0.179 -6.439
H -2.161 0.893 -5.217
H -1.868 -0.854 -5.218
C 4.979 -1.795 -1.052
N 3.925 -2.411 -0.249
C 4.092 -3.024 0.987
C 2.881 -3.468 1.380
N 1.999 -3.122 0.377
C 2.639 -2.486 -0.615
S 1.945 -1.938 -2.085
H 5.927 -1.946 -0.545
H 4.784 -0.732 -1.168
H 5.009 -2.254 -2.037
H 5.052 -3.085 1.468
H 2.580 -3.997 2.265
H 1.003 -3.315 0.335
```

5.
# C29H37NO4

A 6-piece molecular cluster, C29H37NO4 overall (ωB97M-V/def2-TZVPD, the Open Molecules 2025 dataset).

Values from the calculation:
SMILES: C[N+](=O)[O-].c1ccccc1.c1ccccc1.c1ccccc1.c1ccccc1.COCCOC
Charge: 0
Lowest unoccupied orbital energy, eV: 0.01
Energy relative to the best compared isomer or geometry (same formula, charge and spin), kJ/mol: 215.5
E, a.u.: -1482.760299

Geometry as XYZ:
```
71
C29H37NO4, DFT ωB97M-V/def2-TZVPD
C -0.470 1.987 0.536
N -0.251 0.921 -0.399
O 0.762 0.253 -0.314
O -1.136 0.730 -1.264
H -0.845 2.858 -0.002
H 0.439 2.271 1.064
H -1.197 1.608 1.255
C 3.537 -3.761 -0.246
C 2.355 -3.050 -0.545
C 2.339 -2.316 -1.734
C 3.449 -2.293 -2.597
C 4.591 -3.022 -2.256
C 4.662 -3.799 -1.091
H 3.516 -4.349 0.660
H 1.504 -3.078 0.119
H 1.471 -1.740 -2.019
H 3.351 -1.691 -3.488
H 5.465 -2.967 -2.888
H 5.578 -4.278 -0.781
C -2.604 -2.463 1.941
C -1.521 -1.632 1.628
C -0.267 -1.880 2.155
C -0.016 -3.013 2.974
C -1.094 -3.763 3.307
C -2.360 -3.509 2.772
H -3.594 -2.292 1.543
H -1.653 -0.772 0.987
H 0.531 -1.187 1.933
H 0.987 -3.236 3.309
H -0.818 -4.653 3.854
H -3.196 -4.174 2.929
C 0.817 5.309 0.633
C 1.425 5.306 1.908
C 2.495 4.407 2.228
C 2.980 3.549 1.275
C 2.455 3.607 -0.012
C 1.364 4.454 -0.315
H -0.025 5.940 0.390
H 1.088 5.981 2.680
H 2.909 4.372 3.225
H 3.879 2.983 1.466
H 2.857 2.951 -0.770
H 0.857 4.532 -1.266
C -2.605 6.138 0.981
C -2.345 6.886 2.112
C -2.386 6.294 3.343
C -2.824 4.966 3.481
C -3.062 4.213 2.362
C -3.012 4.828 1.098
H -2.526 6.582 0.000
H -2.026 7.917 2.080
H -2.047 6.802 4.233
H -3.080 4.558 4.447
H -3.452 3.206 2.367
H -3.327 4.330 0.193
C -1.394 -5.500 -1.492
O -1.552 -4.508 -2.494
C -0.606 -3.418 -2.394
C -1.003 -2.442 -3.545
O -0.116 -2.548 -4.649
C -0.379 -3.657 -5.454
H -0.453 -6.044 -1.573
H -2.235 -6.194 -1.477
H -1.565 -4.985 -0.547
H 0.398 -3.814 -2.544
H -0.640 -2.935 -1.418
H -0.887 -1.455 -3.098
H -2.042 -2.489 -3.870
H 0.230 -3.627 -6.358
H -1.432 -3.659 -5.735
H -0.248 -4.544 -4.836
```

6.
# C29H37O13P

A 3-piece molecular cluster, C29H37O13P overall (ωB97M-V/def2-TZVPD, the Open Molecules 2025 dataset).

Values from the calculation:
SMILES: CCO[PH](CCCCCOC(C)=O)(COO)Cc1ccccc1.O=C1C=C(O)C(=O)C=C1O.O=C1C=C(O)C(=O)C=C1O
Charge: 0
Lowest unoccupied orbital energy, eV: -1.51
E, a.u.: -2446.571432

Geometry as XYZ:
```
80
C29H37O13P, DFT ωB97M-V/def2-TZVPD
C 3.243 -5.566 2.908
C 1.950 -4.890 2.430
O 1.995 -3.484 2.539
P 2.541 -2.601 1.108
C 0.862 -2.713 0.336
C 0.137 -1.396 0.069
C -1.163 -1.581 -0.712
C -2.145 -2.577 -0.086
C -3.587 -2.147 -0.258
O -3.896 -1.210 0.787
C -5.227 -0.908 0.896
C -6.057 -1.936 1.622
O -5.664 0.126 0.480
C 3.327 -1.734 -0.422
O 3.570 -2.692 -1.452
O 2.649 -2.512 -2.544
C 3.083 -1.251 2.250
C 2.168 -0.055 2.201
C 1.136 0.082 3.125
C 0.252 1.147 3.040
C 0.389 2.090 2.030
C 1.424 1.965 1.111
C 2.310 0.903 1.202
H 3.701 -6.170 2.125
H 3.049 -6.227 3.751
H 3.959 -4.810 3.222
H 1.112 -5.228 3.042
H 1.724 -5.194 1.400
H 3.412 -3.673 0.832
H 0.256 -3.314 1.009
H 0.964 -3.295 -0.587
H -0.104 -0.899 1.007
H 0.762 -0.700 -0.490
H -0.941 -1.884 -1.740
H -1.662 -0.613 -0.779
H -1.966 -2.673 0.988
H -2.026 -3.579 -0.502
H -4.269 -3.001 -0.203
H -3.729 -1.645 -1.218
H -6.816 -2.320 0.943
H -6.569 -1.434 2.440
H -5.449 -2.747 2.011
H 4.302 -1.330 -0.138
H 2.765 -0.898 -0.837
H 1.804 -2.337 -2.105
H 3.102 -1.659 3.255
H 4.099 -0.959 1.987
H 1.006 -0.660 3.902
H -0.551 1.245 3.758
H -0.301 2.919 1.963
H 1.537 2.701 0.325
H 3.100 0.806 0.470
O 2.607 2.453 -6.004
C 3.033 2.230 -4.886
C 3.288 3.244 -3.884
C 3.768 2.869 -2.691
O 4.030 3.710 -1.701
C 4.054 1.424 -2.357
O 4.490 1.200 -1.240
C 3.784 0.406 -3.347
C 3.301 0.782 -4.542
O 3.017 -0.059 -5.521
H 3.081 4.275 -4.133
H 4.370 3.168 -0.962
H 3.980 -0.628 -3.093
H 2.694 0.488 -6.264
O -4.548 6.366 -2.219
C -4.377 5.688 -1.221
C -3.854 6.191 0.033
C -3.701 5.341 1.057
O -3.232 5.688 2.245
C -4.050 3.873 0.950
O -3.847 3.198 1.943
C -4.588 3.374 -0.299
C -4.743 4.226 -1.321
O -5.222 3.881 -2.508
H -3.605 7.240 0.101
H -3.232 4.868 2.779
H -4.849 2.324 -0.361
H -5.217 4.695 -3.048
```